(1)
{"formula": "C10H24NOP2", "method": "wB97M-V/def2-TZVPD", "gap_ev": 9.74, "total_energy_ev": -32868.006, "lumo_ha": -0.0966, "de_lowest_ev": 0.000, "total_charge": 1, "max_force_ev_per_a": 1.6, "species": ["C", "C", "P", "C", "C", "P", "C", "C", "C", "C", "N", "C", "C", "O", "H", "H", "H", "H", "H", "H", "H", "H", "H", "H", "H", "H", "H", "H", "H", "H", "H", "H", "H", "H", "H", "H", "H", "H"], "positions_angstrom": [[0.208748, 1.957607, -2.451375], [-0.744126, 2.152342, -1.266496], [-2.310263, 1.178094, -1.385644], [-2.241926, -0.161660, -2.638479], [-1.066851, -1.140032, -2.625202], [-2.721765, 0.322862, 0.546669], [-1.358069, -0.204077, 1.604634], [-0.855988, -1.619279, 1.197461], [0.668164, -1.736194, 1.110273], [1.341547, -0.637832, 0.276681], [2.547472, -0.065107, 0.865688], [2.357772, 0.512035, 2.115047], [3.496647, 0.375584, 3.096767], [1.311582, 1.108522, 2.379101], [0.872691, 1.113019, -2.295643], [0.808106, 2.855753, -2.554696], [-0.328704, 1.780947, -3.378764], [-0.231570, 2.003555, -0.318971], [-1.071709, 3.188865, -1.273658], [-2.235836, 0.376692, -3.585635], [-3.192384, -0.688884, -2.616450], [-0.801011, -1.465805, -1.623074], [-1.304414, -2.035601, -3.196054], [-0.174996, -0.715715, -3.074442], [-3.419805, 1.316621, 1.237400], [-3.627797, -0.733650, 0.424716], [-0.576468, 0.551977, 1.651366], [-1.765129, -0.270583, 2.614139], [-1.339314, -1.969326, 0.284871], [-1.199966, -2.296712, 1.975407], [0.905333, -2.685715, 0.632725], [1.052780, -1.807584, 2.124394], [1.619578, -1.058452, -0.687272], [0.675987, 0.189290, 0.058418], [3.350091, -0.673513, 0.833364], [4.310722, 1.032907, 2.800422], [3.154766, 0.589013, 4.099018], [3.886101, -0.639964, 3.043295]], "atomic_forces_ev_per_a": [[-0.080, -0.219, 0.246], [0.192, -0.094, 0.027], [-1.206, 0.764, -0.745], [0.888, -0.366, 0.194], [0.014, -0.264, -0.056], [0.960, 0.080, 0.285], [-0.500, -0.801, 0.281], [-0.005, 0.262, 0.299], [-0.324, -0.125, -0.317], [0.370, 0.092, -0.434], [-0.324, -0.285, 0.977], [-0.550, 0.710, -0.035], [-0.095, -0.198, -0.594], [0.809, -0.703, -0.232], [0.092, -0.049, 0.041], [0.108, 0.039, -0.120], [-0.013, 0.162, -0.159], [0.086, -0.056, 0.097], [-0.202, 0.040, 0.101], [-0.156, 0.150, -0.050], [-0.192, 0.073, 0.193], [-0.033, 0.006, 0.079], [-0.082, -0.035, -0.083], [0.052, 0.129, -0.001], [-0.073, -0.012, -0.041], [-0.066, 0.033, -0.103], [0.092, 0.139, -0.160], [-0.050, 0.185, 0.094], [0.087, 0.066, -0.167], [-0.049, -0.188, -0.046], [-0.035, -0.199, 0.151], [0.219, 0.301, 0.068], [0.082, 0.069, -0.106], [-0.212, 0.027, 0.051], [0.110, -0.038, -0.108], [0.048, 0.196, 0.123], [-0.005, 0.186, 0.106], [0.048, -0.078, 0.145]]}

(2)
{"formula": "C46H60BClCrN7O2Te", "method": "wB97M-V/def2-TZVPD", "gap_ev": [4.55, 4.81], "total_energy_ev": -112121.365, "s_squared": 3.977, "lumo_ha": [0.1506, 0.1506], "de_lowest_ev": 0.000, "total_charge": -2, "max_force_ev_per_a": 1.7, "multiplicity": 4, "species": ["Cr", "C", "C", "C", "C", "C", "C", "C", "C", "C", "N", "N", "B", "N", "N", "C", "C", "C", "C", "C", "C", "C", "C", "C", "N", "N", "C", "C", "C", "C", "C", "C", "C", "C", "C", "H", "H", "H", "H", "H", "H", "H", "H", "H", "H", "H", "H", "H", "H", "H", "H", "H", "H", "H", "H", "H", "H", "H", "H", "H", "H", "H", "H", "H", "H", "H", "H", "H", "H", "H", "H", "H", "H", "H", "H", "H", "H", "H", "H", "H", "H", "Cl", "C", "C", "C", "C", "O", "C", "C", "O", "C", "H", "H", "H", "H", "Te", "C", "C", "C", "C", "C", "C", "N", "C", "C", "C", "C", "C", "C", "H", "H", "H", "H", "H", "H", "H", "H", "H", "H"], "positions_angstrom": [[-0.526111, 0.386870, 1.198978], [2.643076, -1.761434, 4.200051], [1.176862, -1.817331, 3.741690], [0.395245, -2.830470, 4.573880], [1.120462, -2.158746, 2.282520], [1.802852, -3.233324, 1.697919], [1.629311, -3.110655, 0.337492], [2.365554, -3.933496, -0.685822], [1.495231, -4.784634, -1.616145], [3.355752, -3.050257, -1.458605], [0.861660, -2.024704, 0.126997], [0.553452, -1.433807, 1.318729], [0.192599, -1.520398, -1.181798], [-1.330750, -1.527092, -0.953053], [-1.916502, -0.730169, -0.016728], [-3.243273, -0.908497, -0.132267], [-3.488449, -1.852739, -1.138957], [-2.258787, -2.222966, -1.630366], [-2.001688, -3.354566, -2.584043], [-2.933297, -3.283462, -3.795350], [-2.174560, -4.687109, -1.843990], [-4.329294, -0.353782, 0.748429], [-5.675171, -1.020975, 0.455169], [-4.490144, 1.159840, 0.668518], [0.708208, -0.130116, -1.581250], [0.807967, 0.871573, -0.666572], [1.223841, 1.956686, -1.319598], [1.363821, 1.638937, -2.683960], [1.010096, 0.320572, -2.816951], [0.887116, -0.367390, -4.152567], [1.846658, -1.535432, -4.388322], [-0.567554, -0.762303, -4.465782], [1.547969, 3.371975, -0.867117], [1.353674, 3.792924, 0.589909], [3.002052, 3.689336, -1.257369], [2.702726, -1.330689, 5.203055], [3.239720, -1.145962, 3.523462], [3.083782, -2.764724, 4.235286], [0.724121, -0.838692, 3.885580], [0.781160, -3.846513, 4.420027], [-0.660912, -2.799820, 4.302346], [0.480141, -2.580869, 5.635933], [2.377857, -3.993248, 2.205035], [2.953628, -4.635215, -0.089912], [0.916787, -4.169565, -2.304459], [0.799413, -5.396856, -1.038730], [2.131835, -5.451998, -2.205114], [2.857905, -2.166583, -1.856515], [3.809666, -3.601536, -2.288415], [4.152243, -2.711968, -0.792370], [0.462128, -2.277885, -2.062385], [-4.446229, -2.210781, -1.478611], [-0.972795, -3.307027, -2.936144], [-3.968008, -3.476128, -3.499937], [-2.645502, -4.028534, -4.542346], [-2.894284, -2.294177, -4.253827], [-3.211215, -4.810867, -1.522186], [-1.543936, -4.711555, -0.953428], [-1.902680, -5.529048, -2.490210], [-4.044572, -0.591764, 1.775634], [-6.038060, -0.770549, -0.548979], [-6.412564, -0.659983, 1.175695], [-5.617132, -2.108967, 0.542576], [-4.674759, 1.483639, -0.362076], [-3.593888, 1.647304, 1.039038], [-5.327599, 1.478582, 1.295196], [1.634846, 2.311909, -3.482705], [1.171810, 0.411334, -4.862267], [1.619265, -2.373681, -3.729689], [2.882076, -1.231478, -4.213965], [1.758937, -1.882012, -5.423167], [-0.751989, -1.799264, -4.180560], [-0.775633, -0.664025, -5.535121], [-1.261504, -0.128978, -3.905620], [0.891055, 3.999581, -1.479753], [2.249071, 3.586066, 1.170671], [0.535026, 3.275211, 1.065784], [1.165320, 4.870054, 0.633142], [3.680226, 3.040849, -0.694809], [3.233400, 4.729705, -1.008236], [3.185939, 3.539367, -2.322546], [-5.027445, 6.310409, -2.124911], [-4.117984, 4.801742, -2.105118], [-4.290145, 3.881842, -3.163227], [-3.572255, 2.726159, -3.180246], [-2.623418, 2.370800, -2.136927], [-1.928881, 1.352053, -2.222203], [-2.556046, 3.314646, -1.019897], [-1.804119, 3.100318, 0.168020], [-1.309007, 2.085728, 0.636351], [-3.273471, 4.529544, -1.074917], [-4.996620, 4.101885, -3.954550], [-3.689499, 2.023099, -3.996486], [-1.669875, 4.013797, 0.773708], [-3.172818, 5.235518, -0.256778], [-1.917132, -0.000442, 3.301363], [5.374068, 0.980229, 1.284864], [4.419768, 0.092745, 0.796771], [3.087579, 0.179618, 1.164269], [2.604330, 1.176886, 2.050496], [3.601960, 2.088275, 2.506710], [4.933533, 1.983274, 2.143055], [1.271007, 1.289505, 2.378143], [0.990196, 2.045871, 3.529061], [1.654492, 1.828532, 4.748100], [1.369279, 2.573354, 5.881744], [0.409623, 3.578706, 5.845401], [-0.272846, 3.794507, 4.655438], [-0.003551, 3.033463, 3.528700], [6.417085, 0.902838, 1.000462], [4.722786, -0.691033, 0.108637], [2.398847, -0.533134, 0.749025], [3.305851, 2.908410, 3.144737], [5.641305, 2.710949, 2.527923], [2.410051, 1.054791, 4.794914], [1.903538, 2.361636, 6.803387], [0.190537, 4.169136, 6.727619], [-1.050145, 4.550073, 4.610691], [-0.575279, 3.198750, 2.627627]], "atomic_forces_ev_per_a": [[1.574, -0.496, 0.059], [-0.071, 0.027, -0.076], [0.133, 0.022, 0.085], [-0.067, -0.038, -0.022], [0.160, 0.078, -0.084], [-0.030, -0.106, 0.082], [0.219, -0.119, 0.230], [-0.089, 0.083, -0.263], [0.011, 0.021, 0.050], [-0.004, -0.058, 0.057], [-0.150, 0.096, -0.161], [-0.352, -0.373, 0.109], [0.086, -0.035, 0.194], [0.077, -0.036, -0.105], [-0.206, 0.174, -0.179], [0.059, -0.321, 0.041], [-0.087, 0.175, -0.145], [-0.124, -0.083, 0.094], [-0.033, -0.045, 0.007], [0.004, 0.062, 0.024], [0.084, -0.006, -0.025], [-0.136, 0.132, -0.040], [0.054, -0.014, -0.025], [0.099, -0.005, -0.147], [-0.157, -0.129, -0.116], [-0.038, 0.223, 0.085], [0.049, -0.115, -0.301], [-0.010, 0.080, 0.139], [0.198, 0.254, -0.129], [-0.186, -0.258, 0.074], [0.037, 0.077, -0.027], [0.046, 0.031, 0.156], [0.057, -0.059, 0.183], [-0.090, -0.073, -0.174], [-0.044, 0.004, -0.051], [-0.018, -0.045, 0.009], [0.011, -0.006, 0.054], [0.003, 0.046, -0.014], [-0.077, 0.058, -0.066], [-0.006, 0.062, 0.028], [0.015, 0.007, 0.008], [-0.005, -0.030, -0.035], [0.025, 0.076, -0.034], [0.012, -0.033, 0.049], [0.029, -0.080, 0.021], [0.003, 0.018, -0.030], [-0.022, 0.021, 0.007], [0.040, -0.013, -0.025], [-0.022, 0.019, 0.021], [-0.057, 0.023, -0.029], [-0.041, 0.086, 0.056], [0.047, -0.012, 0.077], [-0.015, 0.030, 0.017], [0.030, 0.000, -0.003], [-0.043, -0.011, 0.014], [-0.032, -0.069, -0.014], [0.016, 0.010, -0.009], [-0.017, -0.026, -0.023], [-0.025, 0.023, 0.036], [0.082, 0.002, 0.044], [0.005, -0.031, 0.053], [0.000, -0.010, -0.017], [-0.024, 0.035, -0.002], [-0.023, -0.002, 0.068], [-0.064, -0.025, 0.058], [0.007, -0.006, -0.004], [0.010, -0.037, 0.010], [0.006, 0.090, -0.002], [0.025, 0.008, -0.062], [-0.024, -0.047, 0.008], [0.001, 0.001, 0.026], [0.068, 0.136, -0.058], [0.029, -0.052, -0.005], [-0.001, -0.011, -0.083], [-0.010, 0.002, -0.042], [-0.017, -0.002, 0.017], [0.091, 0.036, -0.058], [0.032, 0.001, -0.023], [-0.017, 0.022, -0.005], [0.007, -0.032, 0.006], [0.024, 0.011, 0.027], [-0.009, -0.031, -0.041], [-0.105, 0.232, 0.039], [0.136, -0.159, 0.070], [-0.191, 0.177, -0.126], [0.063, 0.019, 0.292], [0.027, -0.171, 0.001], [0.071, -0.140, -0.391], [-0.111, 0.692, 0.062], [-0.233, -0.031, -0.242], [0.018, -0.042, 0.019], [0.010, 0.055, -0.009], [0.032, -0.051, 0.041], [-0.133, 0.170, 0.064], [0.011, -0.009, -0.016], [-0.464, -0.019, 0.699], [-0.003, 0.060, 0.041], [-0.005, 0.105, 0.077], [0.086, 0.016, -0.094], [0.016, 0.025, -0.038], [-0.077, -0.113, -0.004], [-0.030, -0.090, -0.061], [-0.255, -0.171, -0.121], [-0.009, 0.027, -0.055], [-0.040, -0.002, 0.004], [0.030, -0.016, -0.066], [0.034, -0.021, -0.037], [-0.042, -0.053, 0.055], [0.040, 0.074, 0.041], [-0.015, -0.004, -0.007], [-0.048, 0.012, 0.027], [0.148, 0.142, -0.017], [-0.002, 0.006, 0.074], [-0.018, 0.029, 0.011], [0.022, -0.039, -0.021], [-0.020, 0.006, -0.022], [-0.016, -0.012, -0.001], [0.005, -0.014, -0.023], [-0.055, -0.070, 0.103]]}

(3)
{"formula": "C17H21MoN7O2S2", "method": "wB97M-V/def2-TZVPD", "gap_ev": [5.49, 5.73], "total_energy_ev": -55983.563, "s_squared": 2.022, "lumo_ha": [-0.5249, -0.5164], "de_lowest_ev": 0.592, "total_charge": 4, "max_force_ev_per_a": 1.2, "multiplicity": 3, "species": ["Mo", "C", "C", "N", "N", "C", "N", "S", "C", "C", "C", "C", "C", "N", "H", "H", "H", "H", "H", "H", "H", "H", "H", "H", "N", "C", "C", "O", "O", "H", "H", "H", "H", "H", "N", "C", "N", "C", "C", "C", "C", "C", "C", "S", "H", "H", "H", "H", "H", "H"], "positions_angstrom": [[-0.122730, -0.170646, -0.165694], [4.203721, -1.285343, -0.418216], [2.726697, -1.227166, -0.530645], [2.013498, -0.142640, -0.426046], [2.663467, 1.058076, -0.123143], [2.176846, 1.740688, 0.922157], [2.781672, 2.804981, 1.376041], [0.673339, 1.216575, 1.639237], [1.912787, -2.427845, -0.746014], [2.460051, -3.622715, -1.124833], [1.613465, -4.715012, -1.371974], [0.263077, -4.540816, -1.201050], [-0.226831, -3.297381, -0.798009], [0.564872, -2.244281, -0.573002], [4.615187, -0.446947, 0.137214], [4.653410, -1.294495, -1.419092], [4.504363, -2.205916, 0.080014], [3.519054, 1.290172, -0.614965], [3.662200, 3.142969, 1.001485], [2.404975, 3.316617, 2.165580], [3.530647, -3.724002, -1.241363], [2.021060, -5.667482, -1.688395], [-0.437029, -5.348100, -1.372014], [-1.285822, -3.162356, -0.660765], [-3.906923, 3.781895, 0.227173], [-2.953803, 3.047053, -0.679906], [-2.222032, 1.980028, 0.121168], [-1.302207, 1.351156, -0.612188], [-2.486031, 1.736329, 1.264090], [-4.862733, 3.799824, -0.140429], [-3.627155, 4.755744, 0.375178], [-3.922940, 3.311557, 1.144051], [-2.255926, 3.752260, -1.125526], [-3.516273, 2.579505, -1.486748], [-1.517145, -1.574293, 2.814527], [-2.219697, -1.600349, 1.698330], [-1.771191, -1.120648, 0.508239], [-2.731911, -1.344438, -0.537430], [-2.569754, -1.043245, -1.883992], [-3.590859, -1.380959, -2.761905], [-4.754979, -1.991759, -2.294056], [-4.915414, -2.299100, -0.951003], [-3.879994, -1.972456, -0.087365], [-3.786868, -2.283179, 1.635712], [-0.655045, -1.058488, 2.896687], [-1.900513, -1.945198, 3.674899], [-1.680997, -0.570465, -2.300074], [-3.485910, -1.166019, -3.816993], [-5.544349, -2.237797, -2.991860], [-5.813527, -2.790895, -0.599188]], "atomic_forces_ev_per_a": [[-0.759, 0.861, 0.149], [-0.062, -0.038, -0.093], [0.029, -0.208, -0.020], [0.103, 0.141, 0.055], [-0.242, -0.183, 0.222], [0.179, 0.092, -0.069], [-0.025, -0.025, 0.072], [-0.107, -0.329, -0.139], [-0.089, 0.391, -0.047], [0.034, -0.344, -0.080], [0.247, 0.055, 0.002], [-0.230, 0.045, 0.026], [0.172, -0.109, 0.070], [0.160, -0.008, -0.103], [0.018, 0.010, 0.016], [-0.003, 0.007, 0.002], [0.017, -0.001, -0.004], [-0.008, 0.071, -0.013], [0.023, -0.010, 0.026], [-0.005, 0.032, -0.022], [-0.013, -0.030, -0.022], [0.011, 0.015, 0.015], [0.009, 0.002, -0.001], [-0.053, -0.012, 0.007], [0.097, -0.083, -0.064], [-0.140, 0.134, 0.057], [-0.090, 0.153, -0.354], [0.606, -0.584, -0.051], [0.072, -0.085, 0.189], [-0.005, 0.006, -0.016], [-0.008, 0.014, 0.025], [-0.015, 0.006, 0.032], [0.020, 0.013, -0.002], [0.007, -0.027, -0.009], [0.056, 0.123, 0.085], [0.041, 0.059, -0.223], [-0.053, 0.046, -0.119], [0.261, 0.094, 0.372], [-0.009, -0.031, -0.143], [-0.066, -0.028, 0.061], [-0.017, 0.012, -0.059], [0.019, -0.027, -0.014], [-0.132, -0.099, 0.079], [-0.165, -0.103, 0.073], [0.035, -0.066, -0.011], [0.001, -0.005, -0.008], [0.056, 0.052, 0.029], [0.010, -0.009, 0.010], [0.006, -0.010, 0.000], [0.004, 0.022, 0.012]]}